[1]
Below is a 4-piece molecular cluster, C19H33N4O4S overall, with properties calculated with the ωB97M-V functional and the def2-TZVPD basis.

Values from the calculation:
HOMO-LUMO gap	6.844	eV
LUMO	-3.79	eV
HOMO energy	-10.6	eV
molecular weight	413.6	g mol⁻¹
electronic energy	-45210.828	eV
net charge	+1

XYZ file:
```
61
C19H33N4O4S | the Open Molecules 2025 dataset | the ωB97M-V functional and the def2-TZVPD basis
S -1.5274 -1.0874 0.9213
O -1.6142 6.2767 2.5056
O -4.6540 4.1509 1.2397
O 4.8284 -3.2106 -3.5985
O -1.9101 -3.8924 -0.0306
N 1.5344 -3.3392 0.0578
N -4.2706 -3.7962 -0.2186
N -3.8363 -2.5895 0.2525
N 3.1778 -4.9974 0.4772
C -3.3404 3.6071 1.0583
C 0.7361 -2.2082 -0.5640
C -3.5181 2.2013 0.5203
C 5.8997 -2.5459 -4.2866
C 2.7118 -3.9944 -0.4649
C 5.0381 -4.1723 -5.7544
C -4.8063 2.3244 -0.2618
C 6.3292 -3.4607 -5.4160
C -3.0948 -4.5969 -0.3998
C 4.3965 -4.3277 -4.3904
C -5.6024 3.2908 0.5931
C -0.3518 6.3781 3.1793
C -1.9855 6.0179 4.8328
C 0.2885 -1.1205 0.5307
C 2.2542 -4.9732 1.5995
C 1.1634 -3.9175 1.3427
C -2.6574 6.2337 3.4914
C -0.6514 6.6981 4.6297
C -2.3834 -2.6108 0.3533
H -4.6044 2.7709 -1.2411
H -2.7989 3.6280 2.0068
H -0.7630 7.7798 4.7583
H 0.8509 -1.2091 1.5376
H -2.6701 1.8642 -0.0796
H -5.3181 1.3733 -0.4195
H -3.0066 -5.6634 -0.7895
H 0.1270 6.3515 5.3119
H 3.3047 -4.3443 -4.4393
H 0.2722 -3.5642 1.9541
H -6.3022 3.8908 0.0068
H 7.0663 -4.1836 -5.0515
H 1.4934 -1.6724 -1.2604
H -2.8115 4.2427 0.3403
H 5.5132 -1.5959 -4.6695
H -6.1628 2.7636 1.3725
H 4.7382 -5.2427 -3.8935
H -3.1860 7.1921 3.4609
H 4.4168 -3.5319 -6.3890
H -1.8334 4.9471 5.0065
H 0.2606 7.1443 2.6984
H 6.7109 -2.3348 -3.5863
H -0.0978 -2.5856 -1.2456
H 3.2344 -3.7895 -1.4666
H -3.6529 1.4977 1.3493
H -2.5617 6.4206 5.6676
H 0.1574 5.4123 3.0832
H 5.1826 -5.1244 -6.2675
H 2.2820 -5.6032 2.5470
H 6.7673 -2.9214 -6.2572
H 0.5957 -0.0827 0.1149
H -3.3640 5.4381 3.2442
H 4.0057 -5.6065 0.3963
```

[2]
Below is C19H33N7PRuS as an isolated structure, with properties calculated with the ωB97M-V functional and the def2-TZVPD basis.

Values from the calculation:
energy above the lowest of the compared OMol25 structures with the same formula, charge and spin	171.4	kJ/mol
HOMO-LUMO gap (alpha / beta)	6.058 / 6.203	eV
LUMO (alpha / beta)	-7.49 / -7.31	eV
HOMO energy (alpha / beta)	-13.5 / -13.5	eV
molecular weight	523.6	g mol⁻¹
multiplicity	2
<S²>	0.82
electronic energy	-53359.745	eV
net charge	+2

XYZ file:
```
62
C19H33N7PRuS | the Open Molecules 2025 dataset | the ωB97M-V functional and the def2-TZVPD basis
Ru -0.2801 0.1923 0.1285
S -0.1134 2.6673 0.0488
P -0.8924 0.3454 -2.2146
N 3.4194 3.9331 1.1387
N 2.1783 4.0645 0.5766
N 1.8500 0.7771 1.4851
N -0.5995 1.8103 -4.5184
N -2.0956 -0.0971 -4.6398
N 2.2712 2.0789 1.2432
N -2.7934 1.9114 -3.4902
C -0.1174 -3.1619 -1.3336
C 3.4709 2.7120 1.5565
C -1.7368 -1.7763 0.1686
C -2.3914 1.4858 -2.1698
C 0.3954 -2.0703 0.9389
C -3.0315 -1.9955 -0.5327
C -2.7462 -0.4461 2.1623
C -1.0620 0.6830 -5.3292
C 0.1656 1.3854 -3.3705
C 1.4621 2.9514 0.6180
C -1.6195 -1.1056 1.4359
C -3.2169 0.7900 -4.3176
C -1.7433 2.6596 -4.1747
C -1.5979 -0.8422 -3.5128
C 4.6037 2.0618 2.2555
C 0.0890 -1.1173 3.3640
C -0.4776 -2.3385 -0.1416
C -0.3275 -1.3532 1.9433
C 1.7888 -2.5892 1.0380
H -3.6511 -2.6577 0.0785
H -3.6229 1.1823 -5.2485
H -0.1081 -4.2213 -1.0628
H -3.9978 0.2239 -3.8070
H -3.2115 0.9444 -1.6933
H -2.1565 3.0687 -5.0943
H -2.1546 2.3535 -1.5554
H -2.3983 -1.4253 -3.0638
H -3.5914 -1.0691 -0.6583
H 1.1711 -1.1543 3.4957
H -0.8062 -1.5203 -3.8345
H 2.2212 -2.4182 2.0220
H 2.4336 -2.1374 0.2810
H -2.8994 -2.4745 -1.4981
H 0.8793 -2.9123 -1.6975
H 1.7990 -3.6652 0.8540
H -3.3016 0.2195 1.5036
H -0.8288 -3.0364 -2.1464
H 4.3338 1.8079 3.2820
H 1.0182 0.7847 -3.6932
H 1.4378 0.7348 2.4148
H 0.5396 2.2428 -2.8106
H 2.6436 0.1445 1.4584
H 1.9077 4.9467 0.1681
H -1.4897 1.0753 -6.2502
H -1.4056 3.4796 -3.5409
H 4.9183 1.1517 1.7413
H -0.2194 0.0381 -5.5807
H -0.2864 -0.1704 3.7525
H 5.4414 2.7529 2.2801
H -0.3302 -1.9010 3.9977
H -3.4507 -1.1946 2.5362
H -2.3908 0.1285 3.0139
```

[3]
Below is C19H34AsI2NaO10SSi as an isolated structure, with properties calculated with the ωB97M-V functional and the def2-TZVPD basis.

Values from the calculation:
energy above the lowest of the compared OMol25 structures with the same formula, charge and spin	75.3	kJ/mol
HOMO-LUMO gap	7.497	eV
LUMO	3.95	eV
HOMO energy	-3.6	eV
molecular weight	834.3	g mol⁻¹
electronic energy	-140908.763	eV
net charge	-2

XYZ file:
```
69
C19H34AsI2NaO10SSi | the Open Molecules 2025 dataset | the ωB97M-V functional and the def2-TZVPD basis
I -1.3790 2.5174 5.4750
I -2.6883 1.5465 2.2932
As 2.5977 1.8243 2.3426
S 1.4374 -0.9781 3.6342
Si -1.0852 -0.6086 -1.5121
Na 0.5155 -0.0804 1.2085
O 2.2567 0.9341 0.9869
O -1.8499 0.7969 -2.0088
O -0.9048 -0.6918 0.0329
O 0.5641 0.1341 3.2218
O 2.1850 -1.5282 2.5159
O 0.7862 -1.9486 4.4913
O 4.2834 2.4062 1.9836
O 0.3182 -0.6592 -2.4158
O -2.0043 -1.8391 -2.2079
O 1.6400 3.1400 2.6431
C 2.9268 -0.4839 5.9177
C -1.3364 2.7857 3.3662
C 1.2777 -1.7047 -2.5490
C 3.8992 1.9281 4.8924
C -3.5047 -3.6410 -2.3762
C -0.2300 2.5033 -1.4281
C 2.6321 -1.0200 -2.6760
C -4.2854 -1.2962 -2.7465
C 2.6117 -0.0877 4.6272
C -3.3515 -2.1915 -1.9303
C 1.2918 -2.6471 -1.3423
C 4.2182 1.5333 6.1853
C -0.7940 1.9860 -3.8277
C -1.3266 2.0576 -2.3960
C 0.9423 -2.4852 -3.8183
C 3.1006 1.1130 4.0989
C -3.6767 -2.0696 -0.4387
C 3.7421 0.3293 6.6942
C -2.5011 3.0282 -2.3295
H 4.3168 2.3272 1.0204
H -0.6242 2.5764 -0.4104
H -3.2299 -3.7319 -3.4310
H 4.2606 2.8657 4.4906
H 0.0222 1.2610 -3.8848
H 1.5313 -2.1092 -0.4235
H -4.5361 -3.9855 -2.2448
H 3.4275 -1.7561 -2.8365
H 0.1595 3.4823 -1.7224
H -5.3312 -1.5068 -2.4986
H -3.6659 -1.0216 -0.1192
H 0.6015 1.7895 -1.4115
H -0.4308 2.9666 -4.1504
H -1.6114 3.8141 3.1814
H -4.0674 -0.2468 -2.5332
H 0.3128 -3.1224 -1.2076
H -0.3064 2.5944 3.0473
H 2.0443 -3.4251 -1.4980
H -1.5947 1.6626 -4.5007
H 3.9904 0.0336 7.7075
H -2.9202 -2.5838 0.1599
H 2.6160 -0.3243 -3.5204
H 4.8294 2.1777 6.8088
H 2.8464 -0.4571 -1.7629
H 1.0111 -1.8264 -4.6898
H -4.1318 -1.4681 -3.8163
H -3.2967 2.6969 -3.0051
H -2.8390 -4.2803 -1.7889
H 1.6311 -3.3262 -3.9536
H -2.8977 3.0518 -1.3111
H -0.0817 -2.8625 -3.7483
H -4.6648 -2.4975 -0.2382
H -2.1891 4.0376 -2.6145
H 2.5092 -1.4089 6.2983
```

[4]
Below is a 2-piece molecular cluster, C19H34F8O4 overall, with properties calculated with the ωB97M-V functional and the def2-TZVPD basis.

Values from the calculation:
energy above the lowest of the compared OMol25 structures with the same formula, charge and spin	0.0	kJ/mol
HOMO-LUMO gap	9.920	eV
LUMO	0.58	eV
HOMO energy	-9.3	eV
molecular weight	478.5	g mol⁻¹
SMILES	FC(F)C(F)(F)COC(F)(F)C(F)F.CCCCCCCCCOCCOCOCC
electronic energy	-50183.028	eV

XYZ file:
```
65
C19H34F8O4 | the Open Molecules 2025 dataset | the ωB97M-V functional and the def2-TZVPD basis
F -0.9585 -1.1910 -8.3627
F -0.5310 1.4618 -8.4238
F 0.4328 -3.3638 -4.3311
F 0.5172 -1.2177 -4.6360
F -1.8006 -2.0668 -3.5381
F -2.1513 -1.3629 -5.5784
F -0.5889 0.7484 -6.3605
F 0.9875 -0.5833 -9.1819
O 2.9952 1.1767 2.5913
O 0.2414 -2.6067 -6.3841
O 4.6888 0.5569 4.0185
O 0.9128 0.4485 4.7869
C -2.7628 0.2994 -1.2889
C 0.8430 1.3703 3.7131
C 1.6030 0.9576 2.4621
C -1.3326 -0.5810 4.7385
C -2.6416 1.7730 -0.8547
C 1.0201 -1.7317 -7.1778
C -0.0570 -2.3466 -5.0791
C -2.1887 -0.9950 3.5304
C -1.2995 2.1825 -0.2187
C 4.2286 0.9240 5.3123
C -2.7149 -0.7845 1.0482
C -1.6803 -0.5475 2.1595
C 3.8121 2.4018 5.4055
C -1.5739 -2.3308 -4.8441
C 0.2552 -0.7114 -8.0344
C -2.1223 -0.7476 -0.3772
C 0.1907 -0.7553 4.5931
C 3.7104 0.0969 3.1605
C 0.1230 0.7214 -7.5033
H 4.5147 2.9670 6.0222
H -3.4611 2.0345 -0.1808
H 1.4093 -0.0856 2.1873
H -3.8279 0.0535 -1.3681
H -2.3518 0.1929 -2.2960
H 0.4357 -1.2064 3.6241
H -1.4518 0.5218 2.1932
H -0.7637 -1.0876 1.9024
H -0.2019 1.6037 3.4709
H -3.2084 -1.7436 1.2263
H -1.0362 -0.6183 -0.3310
H 5.0627 0.7222 5.9869
H 3.8233 2.8384 4.4077
H 1.5033 -2.3849 -7.9026
H -1.6604 -1.1754 5.5970
H 1.1087 1.1604 -7.3290
H -2.2783 -1.7223 -0.8504
H -0.9831 3.1631 -0.5833
H -0.4972 1.4818 -0.4558
H 0.5696 -1.4386 5.3556
H 1.8020 -1.2455 -6.5943
H 1.2620 1.5777 1.6276
H -2.3196 -2.0836 3.5259
H -1.3724 2.2655 0.8684
H 4.2227 -0.4608 2.3697
H -2.7915 2.3872 -1.7476
H 3.4011 0.2685 5.6043
H -3.4752 0.0004 1.1312
H 2.8190 2.5128 5.8428
H -2.0064 -3.2974 -5.1064
H -3.1941 -0.5785 3.6679
H -1.5311 0.4605 5.0095
H 3.0133 -0.5655 3.6930
H 1.3068 2.2869 4.0861
```

[5]
Below is C19H34HgN3O5P2 as an isolated structure, with properties calculated with the ωB97M-V functional and the def2-TZVPD basis.

Values from the calculation:
HOMO-LUMO gap	8.449	eV
LUMO	-3.01	eV
HOMO energy	-11.5	eV
molecular weight	647.0	g mol⁻¹
electronic energy	-57712.709	eV
net charge	+1

XYZ file:
```
64
C19H34HgN3O5P2 | the Open Molecules 2025 dataset | the ωB97M-V functional and the def2-TZVPD basis
Hg 0.7289 0.4797 -0.3276
P 1.1589 1.7471 1.6681
P -0.2882 0.7236 -2.5213
O -2.1904 0.4217 1.3146
O 4.1289 0.9534 -0.3152
O -3.0849 -3.9911 1.8715
O 2.7123 2.0755 -2.2039
O 0.8016 -2.4278 -0.4831
N -0.5967 -1.0797 0.6134
N -0.3613 2.8361 -0.5041
N -2.6086 -1.8192 1.4903
C 2.6243 2.7995 1.6164
C -2.2976 -3.1660 1.4273
C -1.4130 4.6855 0.5378
C -0.0912 2.5172 -2.8635
C -1.8038 -0.7314 1.1441
C 0.2990 -0.1746 -3.9570
C 1.2051 0.6508 3.0973
C -0.9411 -3.5587 0.7902
C -2.0612 0.4094 -2.3520
C 0.1713 -3.3961 3.1008
C -0.6267 3.3337 -1.7115
C -1.2390 -4.5333 -0.3827
C -0.1993 -2.3196 0.2554
C -0.0054 -5.1669 -0.9920
C -1.3526 4.5207 -1.8627
C -1.7430 5.2103 -0.7145
C -0.0429 -4.2369 1.8534
C -0.6932 3.4861 0.6046
C -0.2629 2.8653 1.9229
H 0.9210 -4.4632 1.3761
H 3.3906 1.6752 -1.5795
H -2.5854 0.8039 -3.2345
H -2.2954 6.1467 -0.7912
H 0.0077 3.6449 2.6507
H -1.6689 5.1738 1.4766
H 2.5343 3.5122 0.7859
H 3.1799 2.6872 -2.7946
H 1.5864 1.2029 3.9690
H -0.4078 -0.0413 -4.7867
H 1.8734 -0.1968 2.8777
H 1.0285 2.6317 -2.8955
H 0.7787 -4.4127 -1.0882
H 0.1941 0.2708 3.3158
H -3.4916 -1.5679 1.9030
H 0.7649 -3.9767 3.8164
H 2.6977 3.3537 2.5627
H 3.5241 2.1914 1.4490
H 1.2895 0.2007 -4.2436
H -2.4596 0.8794 -1.4423
H 5.0093 0.5950 -0.0896
H 0.7220 -2.4706 2.8823
H -0.5547 2.8036 -3.8207
H -1.0900 2.2574 2.3250
H -0.5020 -5.2007 2.1239
H -1.7963 -3.9725 -1.1502
H -1.9166 -5.3154 -0.0065
H 0.3563 -5.9925 -0.3752
H -1.6116 4.8435 -2.8696
H -0.7847 -3.1454 3.5809
H -2.2125 -0.6790 -2.2891
H 0.3553 -1.2388 -3.6950
H 3.4901 0.2420 -0.0813
H -0.2542 -5.5567 -1.9789
```

[6]
Below is C19H34HgN6O7 as an isolated structure, with properties calculated with the ωB97M-V functional and the def2-TZVPD basis.

Values from the calculation:
energy above the lowest of the compared OMol25 structures with the same formula, charge and spin	0.0	kJ/mol
HOMO-LUMO gap	5.676	eV
LUMO	-0.63	eV
HOMO energy	-6.3	eV
molecular weight	659.1	g mol⁻¹
electronic energy	-47693.906	eV

XYZ file:
```
67
C19H34HgN6O7 | the Open Molecules 2025 dataset | the ωB97M-V functional and the def2-TZVPD basis
Hg -2.1955 0.7839 -0.1220
O 1.1548 -2.9980 -2.0722
O -3.8317 2.8883 1.6727
O 1.2512 2.0062 1.7103
O -2.9464 5.1457 0.3563
O -2.7284 1.2403 -3.3418
O -3.6165 2.0423 -1.1027
O 1.6126 1.0785 -0.6041
N 2.1577 -4.3094 -0.4732
N -2.5583 2.3136 1.7695
N -1.0116 -0.8401 0.6179
N -1.6679 0.9799 -2.6575
N 0.4629 1.1633 -1.3108
N -0.0292 1.8842 1.8218
C -0.4419 -2.3388 2.3859
C -0.5308 2.4309 2.9536
C 1.2738 -3.3288 -0.8841
C -0.2865 -1.5771 -0.2534
C -1.7239 5.7561 0.1185
C -0.5606 0.6313 -3.3356
C 1.9905 0.3502 -3.1072
C 0.4141 -2.6932 0.1712
C 2.7229 -5.1475 -1.5409
C 1.6416 -5.8667 -2.3258
C 0.2240 -3.1603 1.4854
C 0.3339 2.9428 4.0431
C -1.0211 -1.1606 1.9290
C -0.5586 0.1009 -4.7223
C 3.5597 -2.6323 0.8142
C 3.0301 -4.0503 0.6903
C -1.9665 2.5765 2.9289
C -2.7448 3.0411 4.1150
C 0.6630 0.7557 -2.5742
H 3.8613 -4.7608 0.6106
H 0.6780 3.9620 3.8123
H -0.3056 -0.9699 -4.7265
H -0.5364 -2.5878 3.4390
H 1.3827 1.4983 0.3192
H 0.9722 -6.4133 -1.6519
H -1.5305 -0.4593 2.5839
H 3.3911 -5.8611 -1.0467
H -1.2350 6.0743 1.0460
H 2.7568 -1.9016 0.9537
H 1.2188 2.3060 4.1412
H -2.0651 3.2465 4.9458
H 2.4801 -4.3048 1.6058
H 1.0643 -5.1493 -2.9161
H -3.3187 3.9591 3.9157
H -3.6180 5.8131 0.5406
H 2.7871 0.9631 -2.6723
H -1.1176 4.9907 -0.3838
H -1.5435 0.2426 -5.1768
H 0.5811 -4.1513 1.7654
H 2.0253 0.4590 -4.1960
H -1.8540 6.6083 -0.5574
H -3.3738 2.9752 -0.9357
H 4.1485 -2.3572 -0.0673
H 2.1128 -6.5846 -3.0028
H -0.1998 2.9704 4.9945
H -0.2583 -1.2176 -1.2824
H -3.4349 2.2452 4.4389
H -3.4297 1.8542 -2.0974
H -3.6428 3.7384 1.1784
H 0.2090 0.6024 -5.3258
H 3.3100 -4.5136 -2.2256
H 2.1968 -0.7048 -2.8716
H 4.2151 -2.5804 1.6895
```

Which value of molecular weight does entry 2 give? 523.6 g mol⁻¹

Which of these has the lowest electronic energy? C19H34AsI2NaO10SSi